Molecular formula: C20H30As2F12O15Pt
Method: DFT, the ωB97M-V functional and the def2-TZVPD basis

Last column: Löwdin spin population.
CARTESIAN COORDINATES (ANGSTROEM)
1 Pt -0.0334 -1.5918 -0.9099  1.00
2 As 4.3344 -5.5865 -2.0120  -0.03
3 F 5.7501 -6.7383 -1.7972  0.32
4 F 3.3334 -6.6023 -0.9979  -0.01
5 F 3.0405 -4.3663 -2.0102  0.06
6 F 5.3810 -4.5270 -3.0379  -0.01
7 F 3.8074 -6.4689 -3.4652  0.04
8 F 4.9230 -4.8254 -0.4680  0.33
9 As -3.0085 -3.0656 -5.4628  -0.01
10 F -4.0937 -2.8740 -6.8733  0.01
11 F -4.3308 -2.9516 -4.2195  0.18
12 F -2.0010 -2.9951 -4.0049  0.04
13 F -1.6037 -3.2603 -6.5215  0.01
14 F -2.9680 -1.3161 -5.4966  0.02
15 F -3.3120 -4.8430 -5.2663  0.05
16 C 3.1739 5.3819 2.8468  0.00
17 C 3.9961 4.2645 2.1574  0.00
18 C 4.9828 3.4428 2.9070  0.00
19 O 4.6778 2.0948 2.3800  0.00
20 C 3.4855 2.0815 1.8442  0.00
21 O 2.8777 1.0604 1.4810  0.00
22 O 3.0165 3.3289 1.6827  0.00
23 H 3.6804 5.7215 3.7503  0.00
24 H 2.1575 5.0136 2.9860  0.00
25 H 3.1303 6.3046 2.2681  0.00
26 H 4.5749 4.7854 1.3948  0.00
27 H 4.7319 3.4649 3.9675  0.00
28 H 6.0237 3.7402 2.7800  0.00
29 C -1.2890 7.4165 -2.8305  0.00
30 C -1.6169 6.4151 -1.7084  0.00
31 C -3.0017 6.1911 -1.2566  0.00
32 O -3.0996 4.7581 -1.2339  0.00
33 C -1.9449 4.1918 -1.6174  0.00
34 O -1.5400 3.0689 -1.3634  0.00
35 O -1.1609 5.2003 -2.1452  0.00
36 H -0.2042 7.5096 -2.8831  0.00
37 H -1.6611 8.4179 -2.6144  0.00
38 H -1.7290 7.2589 -3.8152  0.00
39 H -1.0575 6.6393 -0.8001  0.00
40 H -3.7587 6.5533 -1.9522  0.00
41 H -3.0781 6.6145 -0.2551  0.00
42 C -1.4743 -6.7511 6.4877  0.00
43 C -1.1806 -7.0245 5.0414  0.00
44 C -2.2677 -7.5419 4.0939  0.00
45 O -2.1017 -6.6752 3.0993  0.00
46 C -1.3510 -5.6180 3.3674  0.00
47 O -0.9920 -4.7496 2.6372  0.00
48 O -0.6920 -5.7885 4.4637  0.00
49 H -1.4467 -7.7036 7.0170  0.00
50 H -2.4880 -6.3998 6.6804  0.00
51 H -0.7959 -6.0713 7.0032  0.00
52 H -0.2419 -7.5778 5.0148  0.00
53 H -3.2233 -7.6272 4.6112  0.00
54 H -1.8345 -8.4977 3.7990  0.00
55 C 3.5624 2.1199 -8.7988  0.00
56 C 3.6166 0.8686 -7.8372  0.00
57 C 4.9727 0.6482 -7.1116  0.00
58 O 4.3566 0.2132 -5.9276  0.00
59 C 3.0893 0.7237 -5.6612  0.00
60 O 2.4908 0.4963 -4.6025  0.00
61 O 2.6808 1.1725 -6.8437  0.00
62 H 2.5152 2.3611 -8.9813  0.00
63 H 3.9991 1.8647 -9.7644  0.00
64 H 3.9332 3.1274 -8.6107  0.00
65 H 3.3243 -0.1178 -8.1973  0.00
66 H 5.3921 1.6542 -7.0981  0.00
67 H 5.6462 -0.0435 -7.6176  0.00
68 C -6.1201 -0.6856 6.7357  0.00
69 C -5.4057 0.3158 5.9025  0.00
70 C -4.4454 1.3396 6.4872  0.00
71 O -3.4807 1.5509 5.4880  0.00
72 C -3.4956 0.4822 4.6753  0.00
73 O -2.6717 0.2164 3.7748  0.00
74 O -4.5593 -0.2744 4.9355  0.00
75 H -6.7933 -0.3290 7.5152  0.00
76 H -5.3904 -1.3135 7.2470  0.00
77 H -6.6697 -1.4164 6.1424  0.00
78 H -6.1598 0.7728 5.2617  0.00
79 H -4.0056 1.0539 7.4428  0.00
80 H -4.8787 2.3167 6.7008  0.00

ΔE to the lowest compared entry with this formula, charge and spin in kcal per mole: 252.6
LUMO (spin up / spin down) in eV: -4.350 / -8.778
Spin multiplicity: 3
Frontier orbital gap (spin up / spin down) in eV: 6.436 / 1.506